Record 1
Below is a structure of composition C55H52GaNSSb4, with properties calculated with ωB97M-V/def2-TZVPD.

The geometry in XYZ format:
```
114
Properties=species:S:1:pos:R:3:forces:R:3
Ga -0.063 -0.304 1.241 0.2 -0.3 0.1
C 1.120 -4.015 1.306 -0.1 -0.6 -0.1
C 2.587 -3.661 1.473 0.0 -0.1 -0.1
C 2.807 -2.244 1.940 0.5 0.2 0.0
Sb 2.773 -0.371 0.808 -1.0 -0.2 -0.6
C 2.669 -0.030 -1.294 0.4 -0.2 0.1
C 1.484 0.313 -1.927 0.0 0.0 0.0
C 1.485 0.679 -3.265 0.0 0.0 -0.1
C 2.680 0.736 -3.971 0.0 0.0 0.1
C 3.872 0.430 -3.332 0.0 -0.1 0.1
C 3.869 0.046 -1.996 0.0 -0.1 -0.2
C 4.835 0.013 1.072 0.0 0.4 0.3
C 5.354 1.274 1.320 0.1 0.0 -0.1
C 6.730 1.445 1.403 0.0 0.1 0.0
C 7.576 0.361 1.231 0.0 0.0 0.0
C 7.055 -0.900 0.977 0.0 0.0 0.0
C 5.682 -1.082 0.905 -0.1 0.0 0.0
Sb 0.131 -3.244 -0.406 0.2 1.3 0.2
C 1.442 -3.922 -1.920 -0.1 -0.1 0.2
C 1.958 -5.205 -1.745 0.1 0.0 -0.1
C 2.814 -5.731 -2.700 0.0 0.0 0.1
C 3.152 -4.982 -3.819 0.0 0.0 0.0
C 2.627 -3.711 -3.992 0.0 0.1 0.0
C 1.768 -3.175 -3.041 0.1 -0.1 -0.1
C -1.513 -4.543 -0.634 0.0 0.0 0.2
C -1.633 -5.658 0.191 -0.1 0.0 0.0
C -2.668 -6.560 -0.022 0.1 0.0 0.1
C -3.575 -6.346 -1.045 -0.1 0.0 -0.1
C -3.453 -5.234 -1.869 0.0 0.0 0.0
C -2.424 -4.329 -1.663 0.0 -0.1 -0.1
H 0.541 -3.674 2.167 0.0 -0.1 0.1
H 1.020 -5.100 1.243 0.0 0.0 0.1
H 3.209 -3.916 0.611 -0.2 0.0 -0.1
H 2.941 -4.308 2.283 0.2 0.1 0.0
H 3.822 -2.101 2.311 0.0 -0.2 0.1
H 2.112 -2.035 2.749 0.2 0.2 0.0
H 0.552 0.315 -1.375 -0.1 0.0 0.0
H 0.555 0.937 -3.759 0.1 0.0 0.0
H 2.680 1.034 -5.011 0.0 0.0 0.0
H 4.810 0.495 -3.868 0.0 0.0 0.0
H 4.811 -0.184 -1.516 0.0 0.0 0.0
H 4.695 2.118 1.439 0.0 0.1 0.0
H 7.140 2.426 1.601 0.0 0.0 0.0
H 8.647 0.496 1.298 0.0 0.0 0.0
H 7.716 -1.744 0.838 0.0 0.0 0.0
H 5.293 -2.074 0.705 0.0 0.0 0.0
H 1.694 -5.808 -0.883 0.0 0.0 0.0
H 3.213 -6.729 -2.571 0.0 0.0 0.0
H 3.821 -5.397 -4.560 0.0 0.0 0.0
H 2.881 -3.135 -4.872 0.0 0.0 0.0
H 1.349 -2.195 -3.192 0.0 0.2 0.0
H -0.937 -5.837 1.000 0.0 0.0 0.0
H -2.758 -7.433 0.611 0.0 0.0 0.0
H -4.378 -7.052 -1.209 0.0 0.0 0.0
H -4.159 -5.075 -2.673 0.0 0.0 0.0
H -2.327 -3.477 -2.321 0.0 0.0 0.0
C -0.654 3.508 -1.912 0.0 0.1 -0.3
C -1.374 2.398 -1.161 0.0 0.1 0.4
C -1.836 1.272 -2.050 0.0 -0.3 -0.4
Sb -2.784 -0.471 -1.186 -0.2 0.1 -0.6
C -4.764 0.304 -1.265 0.0 0.0 0.3
C -5.045 1.657 -1.435 0.0 0.0 0.0
C -6.356 2.111 -1.394 0.0 0.0 0.0
C -7.395 1.216 -1.183 0.0 0.0 0.0
C -7.125 -0.134 -1.013 0.0 0.0 0.0
C -5.814 -0.588 -1.054 0.0 0.0 0.0
C -2.542 -0.230 0.975 1.0 0.0 0.0
C -2.502 -1.459 1.675 -0.3 -0.2 0.1
C -2.742 -1.525 3.039 -0.1 -0.1 -0.2
C -2.969 -0.357 3.747 -0.1 0.1 0.0
C -2.980 0.874 3.092 -0.2 0.0 0.1
C -2.789 0.939 1.726 0.1 0.0 0.1
Sb 0.667 4.827 -0.826 0.0 0.2 0.0
C -0.827 6.066 0.080 0.0 0.0 0.0
C -0.516 7.413 0.249 0.1 0.0 0.0
C -1.423 8.291 0.829 0.0 0.0 0.0
C -2.661 7.831 1.246 0.0 0.0 0.0
C -2.991 6.494 1.076 0.0 0.0 0.0
C -2.081 5.623 0.498 0.0 0.0 0.0
C 1.007 3.607 0.914 -0.1 0.1 -0.1
C 2.311 3.511 1.381 -0.1 0.1 -0.3
C 2.584 2.936 2.613 0.1 -0.3 0.4
C 1.563 2.422 3.394 -0.1 -0.1 0.1
C 0.252 2.494 2.936 0.1 -0.2 0.1
C -0.018 3.087 1.711 0.0 0.0 0.0
H -1.367 4.205 -2.359 -0.1 -0.1 -0.1
H -0.069 3.098 -2.742 0.0 0.0 0.1
H -2.256 2.823 -0.685 0.0 0.0 0.3
H -0.742 2.017 -0.347 0.0 -0.1 -0.2
H -1.009 0.882 -2.641 -0.1 0.0 0.0
H -2.562 1.649 -2.774 -0.1 -0.1 0.0
H -4.252 2.374 -1.609 0.0 0.0 0.0
H -6.566 3.164 -1.527 0.0 0.0 0.0
H -8.417 1.570 -1.158 0.0 0.0 0.0
H -7.934 -0.834 -0.852 0.0 0.0 0.0
H -5.618 -1.647 -0.923 0.0 0.0 0.0
H -2.370 -2.383 1.116 0.1 0.0 0.0
H -2.750 -2.481 3.547 0.0 0.0 0.0
H -3.150 -0.400 4.813 0.0 0.0 0.0
H -3.185 1.778 3.651 0.0 0.0 0.0
H -2.906 1.887 1.225 0.1 0.1 -0.1
H 0.446 7.794 -0.078 0.0 0.0 0.0
H -1.163 9.333 0.949 0.0 0.0 0.0
H -3.370 8.512 1.698 0.0 0.0 0.0
H -3.962 6.133 1.392 0.0 0.0 0.0
H -2.367 4.588 0.368 -0.1 -0.1 0.0
H 3.122 3.956 0.814 0.0 0.0 0.0
H 3.594 2.934 2.993 0.1 0.0 0.1
H 1.776 1.999 4.367 0.0 0.0 0.0
H -0.558 2.128 3.553 0.0 0.0 0.1
H -1.049 3.201 1.406 0.0 0.1 0.0
S -0.002 -1.098 5.705 0.0 0.0 0.2
C 0.130 -0.984 4.151 0.0 0.2 -0.1
N 0.275 -0.909 2.967 -0.5 0.1 0.1
```
Forces are in eV/Å.

As for the total energy: -148712.203 eV. Its frontier orbital gap is 0.1794 hartree. As for the charge: +2. For the energy above the lowest of the compared OMol25 structures with the same formula, charge and spin, the calculation gives 0.0 kcal per mole. The calculation puts the LUMO energy at -0.2903 Ha. As for the HOMO energy: -12.78 eV. As for the strongest force on any atom: 1.3 eV/Å.

Here are the Löwdin charges for atoms 1 to 99, given in e:
1 Ga 0.5459
2 C -0.3833
3 C -0.3256
4 C -0.3324
5 Sb 1.6103
6 C -0.3754
7 C -0.1800
8 C -0.0811
9 C -0.0451
10 C -0.0477
11 C -0.1020
12 C -0.3774
13 C -0.1055
14 C -0.0467
15 C -0.0468
16 C -0.0510
17 C -0.1357
18 Sb 1.5198
19 C -0.3739
20 C -0.1264
21 C -0.0604
22 C -0.0586
23 C -0.0637
24 C -0.1241
25 C -0.3968
26 C -0.1190
27 C -0.0625
28 C -0.0576
29 C -0.0634
30 C -0.1580
31 H 0.0606
32 H 0.0519
33 H 0.1048
34 H 0.1311
35 H 0.0472
36 H 0.0214
37 H 0.0180
38 H 0.1001
39 H 0.1192
40 H 0.1186
41 H 0.0938
42 H 0.0624
43 H 0.1185
44 H 0.1194
45 H 0.1188
46 H 0.1035
47 H 0.1002
48 H 0.1153
49 H 0.1153
50 H 0.1121
51 H 0.0800
52 H 0.0875
53 H 0.1150
54 H 0.1161
55 H 0.1140
56 H 0.0581
57 C -0.3797
58 C -0.4004
59 C -0.3916
60 Sb 1.5091
61 C -0.4033
62 C -0.1276
63 C -0.0679
64 C -0.0637
65 C -0.0708
66 C -0.1428
67 C -0.4684
68 C -0.2123
69 C -0.0634
70 C -0.0406
71 C -0.0423
72 C -0.1094
73 Sb 1.4979
74 C -0.4010
75 C -0.1464
76 C -0.0726
77 C -0.0719
78 C -0.0793
79 C -0.1380
80 C -0.3827
81 C -0.1553
82 C -0.1061
83 C -0.0792
84 C -0.1077
85 C -0.1480
86 H 0.0641
87 H 0.0328
88 H 0.0662
89 H 0.0322
90 H 0.0012
91 H 0.0681
92 H 0.0816
93 H 0.1117
94 H 0.1137
95 H 0.1121
96 H 0.0907
97 H 0.0700
98 H 0.1300
99 H 0.1221

Record 2
Below is a cluster of 5 separate species, C5H23N2O4 in total, with properties calculated with ωB97M-V/def2-TZVPD.

The geometry in XYZ format:
```
34
Properties=species:S:1:pos:R:3:forces:R:3
N 1.104 1.020 0.064 -0.8 1.6 -1.0
C -0.036 2.005 0.057 -0.4 -0.8 -0.1
C -1.316 1.369 0.616 0.6 0.0 0.3
N -1.705 0.166 -0.117 0.2 0.3 -0.3
C -2.003 0.433 -1.535 -0.2 -0.1 -0.9
C -1.125 -0.399 -2.486 -1.2 0.0 0.1
C -2.821 -0.515 0.515 -1.0 0.2 0.8
H 0.725 0.161 -0.365 0.5 -0.1 0.9
H 1.812 1.349 -0.595 0.3 -0.1 0.2
H 1.506 0.923 1.035 -0.1 -1.0 -0.5
H 0.246 2.885 0.627 0.0 0.1 -0.1
H -0.230 2.228 -0.989 0.2 0.5 0.0
H -2.062 2.176 0.614 -0.2 -0.2 0.0
H -1.136 1.055 1.648 -0.1 0.2 0.1
H -2.002 1.490 -1.818 0.5 0.1 0.4
H -3.048 0.207 -1.775 0.1 -0.4 0.3
H -0.067 -0.146 -2.494 0.1 0.0 0.1
H -1.307 -1.443 -2.218 0.5 -0.1 0.0
H -1.533 -0.303 -3.494 0.3 0.1 -0.1
H -2.638 -0.874 1.533 0.6 0.1 -0.1
H -3.174 -1.373 -0.054 0.2 0.0 -0.2
H -3.681 0.158 0.653 0.0 0.0 -0.3
H 1.813 -2.210 1.687 -0.1 0.0 -0.1
H 2.241 -2.500 3.140 0.1 -0.2 -0.2
O 2.572 -2.192 2.286 0.1 0.0 0.5
H -0.273 -1.493 0.368 0.0 0.2 -0.1
H 0.782 -2.187 -0.506 -0.1 -0.2 0.0
O 0.686 -1.621 0.267 0.0 -0.5 -0.1
H 3.249 -0.586 -2.324 0.2 0.3 -0.1
H 3.155 -0.732 -0.835 0.3 0.1 0.1
O 3.286 -0.056 -1.514 -0.4 -0.5 0.0
H 2.438 -0.445 2.693 -0.5 -0.2 -0.7
H 2.577 1.053 2.839 -0.3 0.2 0.1
O 1.965 0.395 2.478 0.9 0.4 0.8
```
Forces are in eV/Å.

As for the total energy: -16722.802 eV. Its frontier orbital gap is 0.3680 hartree. As for the charge: +1. For the energy above the lowest of the compared OMol25 structures with the same formula, charge and spin, the calculation gives 22.0 kcal per mole. The calculation puts the LUMO energy at -0.0992 Ha. As for the HOMO energy: -12.71 eV. As for the strongest force on any atom: 2.1 eV/Å.

Löwdin atomic charges, in units of e:
1 N 0.1500
2 C -0.1126
3 C -0.1809
4 N -0.2516
5 C -0.2477
6 C -0.0661
7 C -0.0915
8 H 0.0820
9 H 0.1321
10 H 0.0862
11 H 0.1344
12 H 0.1140
13 H 0.1370
14 H 0.1290
15 H 0.1156
16 H 0.1200
17 H 0.0601
18 H 0.0755
19 H 0.0830
20 H 0.0916
21 H 0.0941
22 H 0.0990
23 H 0.0067
24 H 0.0732
25 O -0.0510
26 H 0.0594
27 H 0.0831
28 O -0.0516
29 H 0.0617
30 H 0.0393
31 O -0.0427
32 H 0.0416
33 H 0.0841
34 O -0.0567